64
Properties=species:S:1:pos:R:3 method="wB97M-V/def2-TZVPD" de_lowest_kj_mol=199.2 homo_lumo_gap_ev=8.5237 smiles="N#Cc1ccc(NC(=O)CNc2cc(S(=O)(=O)N3CCOCC3)ccc2NC[C@@H]2CCCO2)cc1" charge=0
O -0.18 3.58 -2.42
H 2.27 -2.47 2.41
H 0.04 -3.86 -0.70
H -3.73 3.25 -1.71
O -1.70 2.93 -0.62
H 2.43 -4.18 1.97
O 3.50 -0.61 1.57
H -2.64 5.05 -2.98
H -1.07 4.17 -4.53
H -1.72 3.51 -6.07
N -2.39 2.31 -2.95
C 1.04 0.99 -1.80
H -4.36 5.04 -3.45
H 0.35 -5.80 2.85
H 0.57 -3.01 4.08
C 3.70 0.71 -0.43
N 1.61 -2.49 -0.77
H 1.69 -4.37 4.28
C 0.94 -3.60 -0.14
C -1.09 -0.07 -1.48
C -1.97 2.22 -4.34
H 3.51 1.75 -0.69
C 0.56 -3.30 1.32
N -2.70 -0.44 5.85
H -0.94 -4.85 3.64
H -0.57 1.69 1.11
C 0.95 -1.33 -1.13
C 1.03 -3.86 3.58
H -2.70 1.59 -4.86
H -2.16 0.00 -1.46
H 1.59 1.88 -2.06
C 3.09 0.33 0.92
C 0.40 -0.22 4.32
H 0.12 -2.29 1.37
C 1.73 -3.41 2.30
H 0.67 -0.73 5.23
C 1.37 0.07 3.38
H 4.78 0.54 -0.41
C -3.43 4.47 -3.48
N 1.96 1.04 1.21
C -0.34 1.05 -1.78
S -1.13 2.64 -1.90
C 1.02 0.74 2.21
O -0.43 -4.23 1.76
H 2.53 -2.34 -0.37
H 2.39 -0.21 3.54
C -0.30 1.15 2.00
N 3.11 -0.16 -1.44
H 1.64 1.71 0.53
O -3.11 4.30 -4.84
H 1.61 -4.46 -0.18
H -1.04 -2.12 -0.93
C -0.92 0.16 4.10
H -0.99 1.73 -4.35
C -0.45 -1.26 -1.18
C -0.05 -4.78 3.01
C 1.70 -0.18 -1.47
H 3.51 -1.09 -1.41
C -1.27 0.85 2.94
C -1.89 3.60 -4.99
C -1.91 -0.16 5.06
H -4.42 2.57 -3.21
H -2.29 1.15 2.78
C -3.58 3.12 -2.78